(1)
DFT (wB97M-V/def2-TZVPD) results for a gas-phase ion, C20H21F2 (charge +1) at a distorted geometry.

Geometry as XYZ:
```
43
Properties=species:S:1:pos:R:3:forces:R:3
C -2.2857 0.5826 -3.4696 -0.2245 0.2810 -0.0510
C -2.1568 -0.3897 -2.5645 0.4577 0.5431 0.0382
C -1.2016 -1.5323 -2.7876 0.2679 -0.6635 -0.1376
C -2.9119 -0.3338 -1.2333 0.1110 -0.2205 0.9151
C -2.0104 0.3679 -0.2015 -0.7098 1.0900 -1.4217
C -2.2460 1.8527 0.0293 -0.3677 -0.7122 -0.3409
C -0.9801 -0.3053 0.4940 1.5117 -1.7729 2.2641
H -2.9577 1.4469 -3.3281 0.4281 -0.5664 -0.0648
H -1.7312 0.5317 -4.4207 -0.3727 0.0327 0.5257
H -1.2778 -2.3317 -2.0160 -0.0378 0.5254 -0.5638
H -1.4096 -1.9775 -3.7819 0.1607 0.0844 0.6132
H -0.1532 -1.1871 -2.8147 -0.3922 -0.1202 0.0531
H -3.8621 0.1854 -1.3659 0.2600 0.2869 0.1307
H -3.1782 -1.3592 -0.9140 0.4100 0.3961 -0.0160
H -2.9815 2.2923 -0.6603 0.2049 -0.4300 0.2014
H -2.5895 2.0769 1.0571 0.2717 -0.3536 -0.3044
H -1.3043 2.3702 -0.1212 0.4386 0.1109 0.1722
H -0.8554 0.1214 1.5232 -0.7179 -0.2410 -0.6136
H -1.0776 -1.4045 0.4980 -0.8962 0.4715 0.2469
F 1.4174 4.9073 -0.8948 0.1594 -0.8821 -0.0258
C 1.5374 3.5816 -0.6061 -0.5009 0.9259 0.0662
C 1.4332 2.6433 -1.6188 0.0046 0.3763 -0.9416
C 1.3849 1.3017 -1.2817 -0.7595 -0.3175 0.3996
C 1.3344 0.8801 0.0758 0.1625 0.1549 -0.4981
C 0.7120 -0.4982 0.3782 2.6620 0.0886 -2.3039
C 1.3996 -1.3698 1.4758 -0.8751 0.0029 0.1303
C 1.7110 -2.7371 1.2313 -0.8395 0.3079 -0.3394
C 1.8998 -3.6390 2.2700 0.1776 -0.6402 -0.2116
C 1.9401 -3.1607 3.5691 -0.3786 -0.4160 0.7989
F 1.9930 -4.0340 4.6106 0.1407 0.4607 -0.8394
C 1.8120 -1.8257 3.8592 -0.2169 1.5209 -1.0227
C 1.5634 -0.9151 2.7890 -0.4582 -0.8917 0.6397
C 1.6815 1.8406 1.0387 -0.8458 0.5466 -0.0630
C 1.6608 3.2223 0.7126 0.3552 -1.1366 0.6678
H 1.2874 2.9881 -2.6666 0.4113 -0.3529 0.9018
H 1.2893 0.5760 -2.0966 -0.1603 0.1621 0.3871
H 0.7976 -1.1043 -0.5775 -0.1198 0.7390 1.0579
H 1.7083 -3.1336 0.2102 -0.2068 0.2145 0.3170
H 1.9237 -4.7358 2.0982 0.2811 0.9737 0.0392
H 1.7798 -1.4463 4.8759 0.2303 -0.2607 -0.1034
H 1.3736 0.1290 3.0296 -0.0634 -0.4513 0.1523
H 1.8721 1.5641 2.0779 -0.3376 0.2440 -0.4551
H 1.6580 3.9588 1.5178 0.3741 -0.1105 -0.4003
```
Positions in Å, forces in eV/Å.

**Lowest unoccupied orbital energy**: -0.212 Eh
**Charge**: +1
**Highest occupied orbital energy**: -12.14 eV
**Max |F|**: 3.52 eV Å⁻¹
**Kohn-Sham gap**: 6.365 eV
**Energy relative to the best compared isomer or geometry (same formula, charge and spin)**: 2.195 eV

---

(2)
DFT (wB97M-V/def2-TZVPD) results for a molecular structure, C20H21F4N5O16S4Y at a distorted geometry.

Geometry as XYZ:
```
71
Properties=species:S:1:pos:R:3:forces:R:3
Y 0.3140 -0.8655 -0.0746 -2.0828 -6.5679 4.6733
N 1.8163 -1.6229 -1.5542 3.0038 -4.9775 -0.9284
S 2.6155 -1.2523 -2.8477 0.5370 3.4835 -2.8823
O 2.3934 -2.0853 -3.9960 0.2552 0.4615 0.7759
O 3.9191 -0.6825 -2.6356 -0.3342 -0.7158 0.1528
F 1.7405 0.0398 -3.1092 -0.0708 0.4446 -0.3699
S 2.3785 -3.3238 -1.5268 -1.5977 -4.4723 4.1293
O 2.0505 -3.9477 -0.2341 1.2666 2.2856 -2.7726
O 3.6544 -3.7537 -2.1308 -2.3736 2.0839 0.6777
F 1.2212 -3.9366 -2.4436 0.8668 0.5868 -0.1352
N -0.1224 1.2390 -0.4209 -0.8596 4.2770 1.9407
S -0.3447 2.2946 0.9256 -2.8546 -0.0187 6.3831
O -1.7601 2.5205 1.2090 2.8266 0.2191 -1.0331
O 0.6844 3.2805 1.2872 -1.8840 -1.4729 -1.6024
F -0.0099 1.1636 1.9106 0.8353 -1.2460 1.0250
S 0.0113 2.5337 -1.2300 1.9966 4.5631 -10.5993
O 1.4170 3.0151 -1.3769 -3.4230 -0.5913 1.1277
O -1.1636 3.4604 -1.3272 3.0740 -1.6840 1.9590
F -0.1889 1.9591 -2.7210 0.1997 -0.7267 0.2544
C -1.9708 -3.7956 -0.2068 2.5698 2.5764 0.8887
O -0.7445 -3.0519 0.0630 -0.0889 1.1539 -1.6781
H -2.6284 -3.3629 0.5472 -0.7649 -0.8593 0.1727
H -2.4019 -3.5513 -1.1777 -0.1009 -0.2406 -0.4559
H -1.6979 -4.8473 -0.1200 -0.6040 -0.2694 0.0865
C 1.6495 -1.7282 3.2620 -0.4111 0.1346 -1.7180
O 1.2072 -2.0184 1.9621 -0.6193 1.6485 -0.3241
H 1.3015 -0.7968 3.7085 -0.1998 0.9089 -0.1754
H 1.2925 -2.4258 4.0197 0.1967 -0.8610 0.0558
H 2.7371 -1.6606 3.2365 0.5572 -0.1841 0.5791
C 6.5642 3.0971 0.3361 2.4066 -0.2803 -0.4971
C 7.0220 1.7862 0.1784 -0.9927 -0.5167 0.9808
C 6.1055 0.7387 0.2486 -0.7389 0.3420 -0.7206
C 4.7587 1.0740 0.3475 0.0938 0.8359 1.3821
C 4.3842 2.4363 0.6140 -1.9152 -2.2183 0.7256
C 5.2904 3.4495 0.6970 0.7671 -0.2081 -1.6503
N 3.7881 -0.0934 0.4408 -1.5459 0.1801 -1.1100
O 2.5582 0.1965 0.4352 2.3059 0.1537 0.2073
O 4.2183 -1.2289 0.3885 -0.3768 1.5488 0.3345
H 7.3111 3.8302 0.0693 0.0690 0.5245 0.5574
H 8.0654 1.5109 0.2229 0.2009 0.3988 -0.6508
H 6.3666 -0.2964 0.0850 0.1456 -0.0292 0.2335
H 3.3638 2.6804 0.8698 -0.3768 -0.3525 -0.3319
H 5.0575 4.5033 0.7369 -0.4561 -0.1306 0.3956
C -5.4456 0.4622 -4.1133 -0.2800 1.8466 1.1549
C -4.8181 -0.2382 -5.1387 0.0104 0.4839 2.1033
C -3.5290 -0.6985 -4.8400 0.8893 -0.5514 -0.2582
C -2.8174 -0.3097 -3.6977 -1.5089 1.6299 -0.5261
C -3.4457 0.6640 -2.8199 1.2327 -2.7925 0.1762
C -4.8001 0.9748 -2.9510 1.7180 -1.5567 -1.4329
N -1.3762 -0.8506 -3.5142 -2.4506 1.1205 1.4820
O -0.8193 -0.6373 -2.4847 -0.0591 1.3963 3.2331
O -0.8524 -1.5038 -4.3202 0.3707 -1.9801 -4.0698
H -6.4811 0.7664 -4.1529 -0.3006 -0.2323 -0.5713
H -5.4108 -0.4138 -6.0242 0.4287 -0.5557 -0.1409
H -3.0793 -1.4507 -5.4713 0.2596 0.1376 -0.2791
H -2.9352 0.7942 -1.8771 0.1358 0.7161 0.1290
H -5.2319 1.4942 -2.1083 -0.4838 0.0854 -0.3369
C -3.1969 0.6724 5.7381 -1.4669 1.0915 0.7817
C -2.1036 -0.0677 5.3288 -1.2687 0.8658 0.2597
C -1.9862 -0.2432 3.9963 0.6495 -0.2702 -2.2054
C -2.9837 0.1962 3.0365 -0.0509 -0.8341 -1.2137
C -4.1994 0.7778 3.4885 1.0933 0.7448 2.3699
C -4.2251 1.1299 4.8889 1.1937 -1.4292 -1.2834
N -2.8993 -0.0667 1.5728 -1.5047 1.3526 5.6615
O -1.9197 -0.5733 1.0684 4.8467 -1.6738 -1.8544
O -3.9517 0.0005 0.9564 -2.9028 0.7576 -1.7857
H -3.2309 0.9680 6.7763 -0.2544 0.0093 0.2986
H -1.4186 -0.4208 6.0854 0.3679 -0.0911 -0.3305
H -1.0390 -0.6875 3.7280 -0.1918 -0.3145 -1.0220
H -5.0049 1.0823 2.8368 0.2561 -0.1877 -0.1886
H -5.0239 1.6967 5.3440 -0.2317 0.0436 -0.2136
```
Positions in Å, forces in eV/Å.

**Lowest unoccupied orbital energy (spin up / spin down)**: 0.119 / 0.119 Eh
**Charge**: -2
**Highest occupied orbital energy (spin up / spin down)**: -0.08 / -1.85 eV
**Max |F|**: 11.71 eV Å⁻¹
**2S+1**: 2
**Kohn-Sham gap (spin up / spin down)**: 3.316 / 5.090 eV
**Energy relative to the best compared isomer or geometry (same formula, charge and spin)**: 0.000 eV

---

(3)
DFT (wB97M-V/def2-TZVPD) results for C20H21FN2O3 in the gas phase.

Geometry as XYZ:
```
47
Properties=species:S:1:pos:R:3:forces:R:3
C 7.5800 -1.6286 0.7610 -0.4183 0.0582 -0.0652
C 6.1124 -2.0258 0.8254 0.3435 -0.2135 0.3788
H 5.7744 -2.0490 1.8663 0.0081 -0.0735 -0.1927
H 5.9455 -2.9983 0.3573 -0.0166 0.1135 0.0814
O 5.2889 -1.1213 0.0899 -0.1498 0.2504 -0.1692
C 4.9524 0.0194 0.7303 -0.0341 -0.0079 -0.1302
O 5.2720 0.2926 1.8633 0.2101 -0.0919 0.4118
N 4.2102 0.8256 -0.0649 -0.1322 -0.0384 -0.0930
C 3.7822 0.4317 -1.3936 -0.0416 -0.1641 -0.3565
H 3.4672 -0.6156 -1.3667 0.0012 0.1332 -0.0993
C 2.6117 1.3288 -1.8090 0.2185 -0.1681 -0.0565
N 1.6505 1.4310 -0.7406 0.1712 -0.0086 0.0240
C 0.4992 0.6903 -0.6943 -0.3311 -0.0145 0.0135
C -0.4782 0.9740 0.2757 0.2011 0.0891 0.0827
C -1.6656 0.2817 0.3210 -0.0535 -0.2788 -0.1480
C -1.9373 -0.7356 -0.5961 0.4599 0.0835 -0.1202
C -0.9565 -1.0424 -1.5425 -0.2437 0.0504 0.1335
C 0.2256 -0.3450 -1.6029 0.1357 -0.0045 -0.0892
H 0.9504 -0.6300 -2.3488 0.0809 -0.0025 -0.0529
H -1.1498 -1.8473 -2.2360 -0.0011 -0.0726 -0.0515
C -3.1765 -1.5263 -0.5774 -0.0871 -0.2015 -0.0366
O -3.2463 -2.6427 -1.0581 -0.0113 0.1861 0.1032
C -4.3737 -0.8986 0.0583 -0.4608 -0.0624 0.0985
C -4.6824 0.4418 -0.1519 -0.1304 0.0183 0.0502
C -5.8297 0.9548 0.4210 -0.0201 -0.0910 0.0484
C -6.6751 0.1857 1.2008 0.0632 0.2061 -0.1190
C -6.3628 -1.1494 1.3954 0.0409 0.0065 -0.0302
C -5.2277 -1.6910 0.8202 0.1587 -0.0618 -0.0550
H -4.9837 -2.7337 0.9547 0.0141 -0.0887 -0.0064
H -7.0141 -1.7685 1.9934 -0.0503 -0.0447 0.0572
H -7.5578 0.6300 1.6327 -0.0761 0.0703 0.0317
F -6.1340 2.2548 0.2145 0.0167 -0.1102 0.0045
H -4.0583 1.0725 -0.7660 0.0480 0.0889 -0.0240
H -2.3837 0.5197 1.0919 -0.0382 0.0560 0.0294
H -0.3120 1.7639 0.9906 0.0335 0.0829 0.0538
C 2.1685 2.0633 0.4609 0.0433 0.2290 0.1762
H 1.7991 3.0938 0.5516 0.0234 -0.0497 0.1297
C 3.7036 2.0774 0.4437 -0.0440 0.1230 0.1861
H 4.0868 2.1957 1.4585 -0.0805 0.0844 -0.1654
H 4.0820 2.9030 -0.1686 -0.0291 -0.0197 0.0977
H 1.8331 1.4944 1.3326 0.0178 0.0640 -0.0439
H 2.9761 2.3363 -2.0366 -0.0400 -0.0959 -0.0954
H 2.1388 0.9442 -2.7104 0.0766 0.0803 0.0307
H 4.6111 0.5221 -2.1064 -0.1079 -0.0453 -0.0372
H 7.7209 -0.6643 1.2430 0.0557 0.0414 0.0443
H 7.9077 -1.5604 -0.2737 0.0734 -0.0257 -0.0792
H 8.1811 -2.3717 1.2769 0.1020 -0.0800 0.0496
```
Positions in Å, forces in eV/Å.

**Structure (SMILES)**: CCOC(=O)N1CCN(c2ccc(C(=O)c3cccc(F)c3)cc2)CC1
**Lowest unoccupied orbital energy**: 0.010 Eh
**Charge**: 0
**Highest occupied orbital energy**: -8.03 eV
**Max |F|**: 0.55 eV Å⁻¹
**Kohn-Sham gap**: 8.303 eV
**Energy relative to the best compared isomer or geometry (same formula, charge and spin)**: 0.401 eV

---

(4)
DFT (wB97M-V/def2-TZVPD) results for a molecular structure, C20H21IrN9O7.

Geometry as XYZ:
```
58
Properties=species:S:1:pos:R:3:forces:R:3
Ir -0.9845 -0.2764 0.4286 0.1908 0.2660 -0.3691
C 1.9188 -3.6670 -0.9779 0.0511 0.0825 -0.0382
N 0.9487 -3.1359 -1.9482 -0.1413 -0.0134 0.0229
C 0.9666 -3.6826 -3.3120 0.0767 0.0769 0.0023
C 0.0087 -2.2945 -1.5491 -0.2790 -0.2068 -0.1278
N -0.2069 -1.9967 -0.2773 0.3605 0.3339 -0.0571
N -0.7921 -1.7355 -2.5295 0.0121 0.0673 0.1130
C -1.8010 -0.8017 -2.3920 0.1838 -0.0413 -0.1073
N -2.2916 -0.3315 -3.5361 -0.0891 -0.1348 0.0512
N -2.2292 -0.3887 -1.2262 -0.1999 -0.0950 0.4881
H 2.7976 -3.9891 -1.5277 -0.0135 -0.0408 0.0034
H 1.5062 -4.5195 -0.4356 0.0008 0.0164 0.0138
H 2.2410 -2.8707 -0.3058 0.0051 -0.0624 0.0254
H 1.8342 -4.3261 -3.4044 -0.0314 -0.0386 0.0021
H 1.0876 -2.8927 -4.0566 0.0142 -0.0110 -0.0087
H 0.0717 -4.2721 -3.5113 -0.0142 0.0117 -0.0214
H 0.4132 -2.4995 0.3421 0.1538 0.1541 0.0052
H -0.5217 -1.9455 -3.4770 0.0063 0.0357 -0.0031
H -2.0288 -0.7037 -4.4335 0.0123 0.0286 -0.0141
H -2.9183 0.4585 -3.5395 0.0144 0.0141 -0.0193
H -2.9105 0.3544 -1.3319 -0.0710 -0.0729 0.0322
N -2.4119 0.9857 1.3308 -0.0005 0.0712 0.3363
C -2.0518 1.1739 2.7286 0.2040 -0.1284 0.0313
C -2.3197 2.2842 3.4683 -0.0761 -0.1036 0.0029
C -1.9688 2.2946 4.8374 -0.0029 0.0060 0.0257
C -1.3831 1.2058 5.4165 -0.0081 -0.0042 -0.0117
C -1.0687 0.0574 4.6466 0.0077 -0.0041 -0.0217
C -0.4052 -1.0789 5.1573 -0.0002 0.0101 -0.0031
C -0.0874 -2.1068 4.3133 -0.0018 0.0315 0.0124
C -0.3841 -1.9919 2.9511 -0.0759 -0.2556 -0.0393
N -1.0171 -0.9592 2.4355 -0.5040 -0.2361 0.1192
C -1.3888 0.0619 3.2807 -0.0317 0.1975 -0.1147
H -3.3064 0.4928 1.3163 -0.0408 0.1104 -0.1713
H -2.5152 1.8691 0.8299 0.1456 0.0435 0.0602
H -2.8131 3.1417 3.0281 0.0034 0.0052 -0.0119
H -2.1836 3.1753 5.4256 0.0030 -0.0009 0.0077
H -1.1319 1.2113 6.4688 0.0050 0.0042 0.0064
H -0.1419 -1.1210 6.2066 -0.0144 -0.0026 0.0065
H 0.4174 -2.9935 4.6664 0.0037 -0.0100 -0.0126
H -0.0991 -2.7917 2.2835 0.0124 0.0179 -0.0540
O 2.7175 -0.7106 0.2229 0.1644 0.1960 -0.1392
C 1.8213 0.0931 0.3084 -0.0448 -0.2584 0.4300
O 0.8788 -0.0739 1.2501 -0.3344 0.5601 -0.2285
C 1.7227 1.2776 -0.5918 -0.2374 0.1371 -0.2109
C 2.8700 1.7558 -1.2175 0.0316 -0.0350 -0.0248
C 2.7778 2.7899 -2.1234 -0.0174 -0.0310 -0.1413
C 1.5686 3.3605 -2.4955 0.0207 -0.0406 0.1024
C 0.4487 2.8840 -1.8619 0.1759 -0.1020 0.0341
C 0.4950 1.8749 -0.8984 0.3280 -0.0512 -0.1453
O -0.6879 1.5085 -0.4016 0.0849 -0.6382 0.0726
N -0.9106 3.3034 -2.2345 0.0039 0.0412 -0.0550
O -1.4798 4.0817 -1.5123 -0.0329 0.0715 0.0321
O -1.3860 2.7662 -3.2201 -0.0337 -0.0620 0.0181
N 4.0118 3.2833 -2.7737 0.0546 0.2820 0.3836
O 5.0529 2.7772 -2.4242 0.0137 -0.1368 -0.1160
O 3.8857 4.1920 -3.5615 -0.0387 -0.0658 -0.1684
H 3.8326 1.3128 -1.0004 -0.0070 0.0051 -0.0067
H 1.5317 4.1295 -3.2549 -0.0025 0.0057 0.0018
```
Positions in Å, forces in eV/Å.

**Lowest unoccupied orbital energy (spin up / spin down)**: -0.261 / -0.307 Eh
**Charge**: +2
**Highest occupied orbital energy (spin up / spin down)**: -14.63 / -14.58 eV
**Max |F|**: 0.69 eV Å⁻¹
**2S+1**: 2
**Kohn-Sham gap (spin up / spin down)**: 7.533 / 6.230 eV
**Energy relative to the best compared isomer or geometry (same formula, charge and spin)**: 2.272 eV